Here is a molecular structure, C2H5BrNP in a non-equilibrium geometry from the Open Molecules 2025 dataset. Energies are from the ωB97M-V functional and the def2-TZVPD basis.

Output
E_LUMO: -0.0610 Ha
Molecular weight: 153.9 g mol⁻¹
Highest occupied orbital energy: -8.8 eV
Relative energy (zero: lowest compared OMol25 entry of this formula, charge and spin): 214.6 kJ/mol
2S+1: 1
F_max: 3.11 eV Å⁻¹

The geometry in XYZ format:
```
10
Properties=species:S:1:pos:R:3:nbo_charge:R:1
C 0.23307 -1.22759 0.22044 -0.693
C -0.00736 -0.04623 -0.63166 0.217
N 0.88028 0.89596 -0.39405 -0.794
P 1.16134 2.20874 0.40906 0.906
Br -2.54165 0.28498 -0.12141 -0.589
H 0.46866 -2.17475 -0.31904 0.245
H 1.06060 -0.93269 0.84893 0.216
H -0.61246 -1.28610 0.87972 0.281
H -0.50456 -0.18878 -1.68830 0.283
H -0.13791 2.46646 0.79631 -0.072
```